{"formula": "C32H26ClHfN3OPSe4", "method": "ωB97M-V/def2-TZVPD", "homo_lumo_gap_ha": 0.2431, "homo_ev": -10.34, "energy_ha": -11929.83211, "de_lowest_kcal_mol": 9.0, "charge": 1, "e_lumo_ev": -3.72, "elements": ["Hf", "C", "C", "N", "N", "C", "O", "C", "C", "C", "C", "C", "C", "C", "C", "C", "C", "C", "N", "H", "H", "H", "H", "H", "H", "H", "H", "H", "H", "H", "H", "Cl", "C", "C", "C", "C", "C", "C", "P", "C", "C", "C", "C", "C", "C", "C", "C", "C", "C", "C", "C", "H", "H", "H", "H", "H", "H", "H", "H", "H", "H", "H", "H", "H", "H", "Se", "Se", "Se", "Se"], "coordinates": [[-1.069, 1.349, 1.489], [2.869, 2.424, -0.367], [1.785, 1.816, 0.447], [0.548, 1.909, 0.159], [0.131, 2.606, -0.987], [-1.153, 2.853, -0.941], [-1.921, 2.514, 0.083], [-1.810, 3.512, -2.093], [-1.090, 4.112, -3.127], [-1.768, 4.695, -4.186], [-3.160, 4.681, -4.218], [-3.876, 4.091, -3.187], [-3.200, 3.512, -2.121], [2.054, 1.140, 1.752], [3.321, 1.024, 2.261], [3.487, 0.471, 3.527], [2.377, 0.045, 4.223], [1.128, 0.181, 3.641], [0.973, 0.725, 2.437], [2.450, 2.911, -1.241], [3.414, 3.161, 0.228], [3.576, 1.652, -0.691], [-0.006, 4.124, -3.088], [-1.212, 5.170, -4.988], [-3.686, 5.138, -5.050], [-4.962, 4.087, -3.209], [-3.748, 3.055, -1.304], [4.168, 1.378, 1.689], [4.478, 0.385, 3.959], [2.458, -0.395, 5.210], [0.225, -0.140, 4.137], [-3.124, 0.021, -0.357], [-2.809, -1.665, -0.686], [-3.845, -2.406, -1.227], [-3.614, -3.734, -1.543], [-2.362, -4.301, -1.323], [-1.345, -3.535, -0.776], [-1.554, -2.195, -0.435], [-0.194, -1.188, 0.264], [0.462, -2.288, 1.576], [-0.432, -3.052, 2.328], [0.015, -3.827, 3.393], [1.365, -3.851, 3.723], [2.262, -3.079, 2.997], [1.811, -2.292, 1.941], [0.982, -1.203, -1.135], [0.780, -0.228, -2.114], [1.571, -0.188, -3.256], [2.578, -1.128, -3.436], [2.770, -2.122, -2.485], [1.977, -2.165, -1.342], [-4.813, -1.945, -1.401], [-4.417, -4.326, -1.970], [-2.183, -5.341, -1.576], [-0.370, -3.982, -0.603], [-1.486, -3.060, 2.079], [-0.695, -4.419, 3.962], [1.715, -4.465, 4.546], [3.319, -3.083, 3.254], [2.523, -1.673, 1.410], [-0.007, 0.507, -2.001], [1.394, 0.578, -4.006], [3.202, -1.097, -4.325], [3.535, -2.877, -2.635], [2.123, -2.970, -0.640], [-2.457, -0.216, 3.056], [-2.524, 1.576, 4.583], [-2.602, 3.383, 3.104], [-0.334, 3.650, 2.612]]}